The following is a quantum chemistry calculation of a molecular structure, C38H58InNO2P3Si, from OMol25.

Output
HOMO-LUMO gap, eV: 7.7
Calculated total energy, hartree: -3191.617056
E_HOMO, eV: -10.01

The geometry in ORCA input format:
```
! RIJCOSX wB97M-V def2-TZVPD def2/J DEFGRID3
* xyz 1 1
In -1.14226 -0.11237 -0.30960
P -0.18409 3.08313 -0.81035
P -0.61310 -0.16829 2.45198
P -0.27894 -2.64482 -1.65105
Si 1.33485 -0.05053 -0.36284
O -2.75059 -1.33588 0.15223
O -4.94560 -1.62056 0.38515
N -2.98796 1.11443 -0.87731
C 2.03104 -1.04899 -1.79232
C -2.60723 -2.13011 -3.12954
C -3.99598 -0.99306 -0.01003
C 3.25918 -0.69527 -2.35715
C -3.15858 -0.52001 3.37576
C -0.13579 3.28770 -2.65595
C -1.19884 -2.70154 -3.27767
C 1.58543 2.90474 -0.37665
C 2.70531 -2.35736 3.47922
C -4.21471 0.29457 -0.81256
C 1.50967 -1.66064 3.52327
C -1.62553 -4.74475 -0.50744
C 0.37101 2.00250 -3.30611
C 1.42499 -2.25036 -2.20432
C -0.22848 -4.35997 -0.99662
C 3.50765 1.57590 0.20429
C 2.16562 1.63323 -0.19442
C 1.00697 -1.01150 2.39213
C -2.06643 5.10217 -0.63500
C -1.25498 -4.06257 -3.96781
C 3.89468 -1.51071 -3.28112
C 0.65996 4.49056 -3.15270
C -0.65207 4.75118 -0.17019
C 3.69147 3.95771 0.21952
C 1.75012 -1.03621 1.19418
C 3.31531 -2.71504 -3.64577
C -0.41040 1.27139 3.58878
C 0.75983 2.12424 3.09629
C 2.08698 -3.07384 -3.11389
C -1.56388 -2.25830 4.28979
C 2.94242 -1.76899 1.17001
C -0.26202 0.96834 5.07641
C -0.57484 4.76526 1.35511
C 2.36529 4.04400 -0.16662
C 3.41921 -2.42328 2.29364
C 0.78699 -4.45394 0.14001
C -1.88396 -1.33257 3.11864
C 4.26918 2.71404 0.40742
H 5.30136 2.63012 0.71702
H 3.81246 -3.37139 -4.34699
H -0.94931 5.71236 1.74559
H 0.56284 -3.73008 0.92756
H -0.24161 1.90933 5.62870
H 4.84380 -1.21301 -3.70461
H 1.64310 -4.01341 -3.41507
H 0.77727 3.07451 3.63120
H -1.96154 -4.06699 0.27927
H -1.79928 -4.79181 -3.36892
H -2.59241 -1.11644 -2.72243
H 1.80648 -4.27116 -0.19958
H 1.70978 1.61868 3.27831
H -2.31260 6.12514 -0.34734
H -0.74541 -2.93856 4.06158
H -2.44436 -2.87095 4.49115
H -1.07967 0.37540 5.47260
H 0.03015 5.50850 -0.56505
H -4.48840 -0.00058 -1.82648
H -1.78218 -3.97137 -4.91896
H -2.19237 5.03058 -1.71505
H 0.06876 -5.03058 -1.80878
H -5.05655 0.84405 -0.38984
H 0.44378 4.63159 1.71714
H -2.80807 4.45368 -0.16148
H -1.33255 1.84739 3.44194
H -3.09730 -2.08630 -4.10341
H 0.69942 2.33906 2.02834
H -0.19061 1.11823 -2.99014
H -2.37313 -4.71391 -1.29927
H 1.70574 4.41684 -2.85000
H -2.96293 1.81066 -0.13431
H 4.26660 4.85980 0.37588
H 1.93456 5.02743 -0.29535
H -2.92440 1.64366 -1.74316
H 0.74795 -5.44880 0.58454
H -3.10630 0.01713 4.32366
H 0.63751 4.52988 -4.24297
H 0.26383 5.43569 -2.78529
H 3.73448 0.23360 -2.06700
H -1.61041 -5.75785 -0.10530
H -2.09184 -1.96364 2.25066
H 3.50849 -1.83736 0.24838
H -1.18744 3.96496 1.78275
H 0.29119 2.07343 -4.39137
H 3.97149 0.61364 0.38048
H -3.35188 0.21425 2.58846
H -0.62485 -2.01550 -3.91242
H -1.32570 -1.72392 5.20752
H 4.34427 -2.98133 2.24417
H 3.07004 -2.85749 4.36577
H 0.67525 0.45374 5.28725
H -4.02077 -1.18526 3.40592
H -1.18666 3.41461 -2.94375
H 0.95850 -1.63734 4.45097
H 1.42015 1.82723 -3.06294
H -0.26988 -4.47046 -4.18510
H -3.22573 -2.73333 -2.46325
*
```